1.
ORCA calculation (the ωB97M-V functional and the def2-TZVPD basis) on 2 unconnected molecules or ions with the total composition C2H5PS in a non-equilibrium geometry.

CARTESIAN COORDINATES (ANGSTROEM)
S1 2.49823 -0.20835 0.26463
P1 -0.30031 -1.21235 0.36469
C1 1.41040 0.98248 0.33455
C2 -1.07879 0.31230 -0.03648
H1 1.63810 1.96040 0.03911
H2 -1.28593 1.05813 0.73826
H3 -0.00361 -1.35245 -0.89509
H4 -1.30828 0.60993 -1.01932
H5 -1.56980 -2.15010 0.20965

The HOMO energy (spin up / spin down) comes out at -8.3 / -8.4 eV. Its net charge is 0. Its relative energy (zero: lowest compared OMol25 entry of this formula, charge and spin) is 102.4 kcal per mole.

Partial charges, Löwdin, in e: number 1, S, carries 0.584; number 2, P, carries 0.594; number 3, C, carries -0.557; number 4, C, carries -0.355; number 5, H, carries -0.049; number 6, H, carries 0.003; number 7, H, carries -0.162; number 8, H, carries -0.010; number 9, H, carries -0.046

***

2.
ORCA calculation (the ωB97M-V functional and the def2-TZVPD basis) on C2H5PS in the gas phase in a non-equilibrium geometry.

CARTESIAN COORDINATES (ANGSTROEM)
S1 -2.14537 0.42784 -0.05404
P1 0.07048 -1.63167 -0.03624
C1 0.60677 1.09873 -0.24796
C2 -0.39126 0.04881 -0.09644
H1 0.14101 -1.64653 1.37921
H2 -1.21350 -2.22910 -0.01319
H3 1.30190 1.07590 0.49991
H4 0.39671 2.14815 -0.20610
H5 1.23326 0.70787 -1.22517

As for the SMILES: CC(P)=S. The HOMO energy comes out at -8.4 eV. Its net charge is 0. Its relative energy (zero: lowest compared OMol25 entry of this formula, charge and spin) is 28.9 kcal per mole.

Partial charges, Löwdin, in e: number 1, S, carries 0.494; number 2, P, carries 0.750; number 3, C, carries -0.225; number 4, C, carries -1.090; number 5, H, carries -0.074; number 6, H, carries -0.104; number 7, H, carries 0.033; number 8, H, carries 0.068; number 9, H, carries 0.147

***

3.
ORCA calculation (the ωB97M-V functional and the def2-TZVPD basis) on C2H5PS in the gas phase in a non-equilibrium geometry.

CARTESIAN COORDINATES (ANGSTROEM)
S1 -2.81440 -0.56657 -0.84236
P1 0.25573 -0.19863 -0.23817
C1 -1.72900 -0.20513 0.21436
C2 1.71780 0.35426 0.28098
H1 0.40615 -1.57503 -0.56250
H2 -2.00495 0.25249 1.14488
H3 1.90325 0.07541 1.40774
H4 0.26474 0.55197 -1.50783
H5 2.00069 1.31122 0.10290

The expectation value of S² is 2.042. The spin multiplicity is 3. The HOMO energy (spin up / spin down) comes out at -6.7 / -8.5 eV. Its net charge is 0. Its relative energy (zero: lowest compared OMol25 entry of this formula, charge and spin) is 42.5 kcal per mole.

Partial charges, Löwdin, in e: number 1, S, carries 0.598; number 2, P, carries 0.744; number 3, C, carries -0.987; number 4, C, carries -0.343; number 5, H, carries 0.004; number 6, H, carries -0.024; number 7, H, carries 0.043; number 8, H, carries 0.021; number 9, H, carries -0.057

***

4.
ORCA calculation (the ωB97M-V functional and the def2-TZVPD basis) on 2 unconnected molecules or ions with the total composition C2H5S in a non-equilibrium geometry.

CARTESIAN COORDINATES (ANGSTROEM)
S1 0.49774 2.57827 -1.22543
C1 0.36608 -0.61226 0.90778
C2 -0.35224 -0.90836 -0.21520
H1 -1.44644 -1.26148 -0.11861
H2 1.13774 0.22636 0.99681
H3 0.00237 -0.62527 -1.18857
H4 -0.29639 1.55561 -1.09909
H5 0.09114 -0.95287 1.94230

The HOMO energy comes out at -2.4 eV. Its net charge is -1. Its relative energy (zero: lowest compared OMol25 entry of this formula, charge and spin) is 29.4 kcal per mole.

Partial charges, Löwdin, in e: number 1, S, carries -0.340; number 2, C, carries -0.123; number 3, C, carries -0.130; number 4, H, carries 0.064; number 5, H, carries 0.048; number 6, H, carries 0.008; number 7, H, carries -0.559; number 8, H, carries 0.031